Density functional theory data (ωB97M-V/def2-TZVPD) for the molecule C4H6BrF.

Last column: Mulliken charge in e.
Atoms and positions in Å:
Br -2.59063 -0.10640 0.56555  -0.144
F 1.10852 1.36085 3.27286  -0.216
C -0.17406 -0.10871 -1.15840  -1.618
C -0.09723 0.78314 1.13087  -0.491
C 0.59832 0.44099 2.49386  -0.187
C -0.66497 -0.25978 0.28865  0.392
H 0.07339 1.86688 0.85047  0.299
H -0.23016 -1.24545 0.75497  0.273
H 0.47898 -0.48550 3.10939  0.292
H -0.44160 0.78266 -1.54875  0.465
H -0.35335 -0.86230 -1.76826  0.448
H 0.84996 0.00514 -1.16506  0.485

Energy above the lowest of the compared OMol25 structures with the same formula, charge and spin   159.96 kJ/mol
Energy   -77002.430 eV
Kohn-Sham gap   9.30 eV
SMILES   C[C@H](Br)/C=C/F
E_HOMO   -0.321 Ha
Strongest force on any atom   8.700 eV/A